Record 1
# C34H28F5N6NiO4S6Sb

C34H28F5N6NiO4S6Sb as an isolated structure (wB97M-V/def2-TZVPD, OMol25).

The expectation value of S² is 2.009. The spin multiplicity is 3. The total energy comes out at -179027.4556 eV. Its net charge is -2. The molar mass is 1052.48 u.

Structure (XYZ):
```
85
C34H28F5N6NiO4S6Sb | OMol25 | wB97M-V/def2-TZVPD
Sb 0.6316 -0.8212 2.0928
Ni -1.4230 -1.8564 -1.0356
S -1.5720 -3.7498 0.6822
S -3.8786 -1.5456 -0.3220
S 2.4993 7.0275 -1.1574
S -4.8676 -2.9243 0.8316
S -2.5941 -0.5219 0.8505
S -3.4011 -4.4961 1.1634
F 2.5504 -3.7559 -1.7277
F 0.0196 -4.1484 -2.0919
F 2.2626 -1.8343 -0.7700
F 1.5294 -3.6445 0.1747
F 0.7417 -2.2319 -2.9289
O 3.1648 6.0176 -0.3630
O 3.3360 7.6675 -2.1545
O 1.6351 7.9278 -0.4106
O -1.5922 -0.7638 -4.2040
N -1.2995 -2.7370 -5.2611
N -0.7813 0.1504 -1.5084
N 0.9851 4.8572 -1.8028
N -2.2104 -2.6430 -3.0506
N 0.7176 6.7852 -3.1636
N -3.0739 -4.5550 -2.1253
C 3.3674 -2.2958 5.2873
C 1.6743 -3.0264 -0.9968
C 4.6192 -1.7892 4.9588
C 0.7362 1.9976 -1.6239
C -2.3059 -2.1923 5.1294
C 0.3304 -2.8401 -1.7158
C -1.7081 -1.9694 -4.1406
C -1.3937 -0.1414 5.9842
C -0.6592 -0.9786 3.8314
C -0.2003 6.1353 -3.8640
C 0.0567 4.2243 -2.5159
C -2.2508 -1.2273 6.1267
C -1.6141 -4.0458 -5.3499
C 1.2770 6.1086 -2.1526
C 1.8271 2.1094 2.0438
C -0.6194 3.3964 1.9033
C -0.2517 2.8186 -2.1402
C -0.6054 -0.0187 4.8462
C -0.5771 4.8331 -3.5879
C -1.5138 -2.0694 3.9905
C 0.6596 1.3485 2.1277
C -2.2929 -4.6713 -4.3739
C 3.6528 -0.7292 3.0250
C 4.7611 -1.0125 3.8174
C 0.5519 4.1380 1.8053
C 0.4300 0.6794 -1.3404
C -1.7432 0.9560 -1.9757
C -0.5675 2.0162 2.0589
C 2.3762 -1.1894 3.3630
C 1.7763 3.4915 1.8836
C -1.5216 2.2769 -2.3058
C -2.5215 -3.9312 -3.1648
C 2.2611 -2.0019 4.4968
C -0.4367 -2.0939 -6.2463
H 3.2497 -2.9218 6.1648
H -2.9743 -3.0403 5.2251
H -1.5816 -2.8197 3.2081
H -1.3007 -4.5492 -6.2562
H -0.6523 6.6812 -4.6881
H -0.7161 -1.0497 -6.3271
H 0.6057 -2.1493 -5.9295
H -2.9776 -4.1196 -1.2110
H 1.1884 0.0168 -0.9432
H 0.0624 0.8300 4.7532
H -2.7317 0.5345 -2.0742
H 2.6931 4.0612 1.7870
H -1.3097 4.3093 -4.1867
H 2.7973 1.6300 2.0772
H -2.3469 2.8807 -2.6614
H -1.3385 0.6148 6.7610
H -3.0860 -5.5587 -2.1186
H -1.5814 3.8916 1.8344
H -2.5733 -5.7117 -4.4452
H 1.2938 -2.4036 4.7767
H -1.4968 1.4610 2.1134
H 5.4790 -2.0040 5.5829
H -0.5564 -2.5900 -7.2087
H 0.5138 5.2083 1.6425
H 5.7372 -0.6327 3.5365
H -2.8800 -1.3139 7.0060
H 1.7273 2.3909 -1.4373
H 3.8018 -0.1558 2.1158
```



Record 2
# C2H7NO2Si

A 2-piece molecular cluster, C2H7NO2Si overall in a non-equilibrium geometry (wB97M-V/def2-TZVPD, OMol25).

The expectation value of S² is 2.007. The spin multiplicity is 3. The total energy comes out at -15640.9933 eV. The molar mass is 105.17 u.

Structure (XYZ):
```
13
C2H7NO2Si | OMol25 | wB97M-V/def2-TZVPD
Si 1.3841 -0.1575 -0.2144
O -0.6510 -0.7182 2.7512
O 0.5581 -2.2761 1.8867
N -0.1450 -1.2892 1.8008
C -0.3131 -0.6872 0.5182
C -1.4726 0.2501 0.4141
H -1.2844 1.1219 1.0403
H -2.3957 -0.2130 0.7575
H -0.5623 -1.9598 -0.4819
H 1.7712 1.1189 0.3914
H 2.3334 -1.2154 0.0879
H 1.1457 0.0206 -1.6451
H -1.5972 0.5823 -0.6120
```



Record 3
# C30H27F3FeN5O4S

C30H27F3FeN5O4S as an isolated structure (wB97M-V/def2-TZVPD, OMol25).

The total energy comes out at -100568.5082 eV. Its net charge is -1. The molar mass is 666.48 u.

Structure (XYZ):
```
71
C30H27F3FeN5O4S | OMol25 | wB97M-V/def2-TZVPD
Fe -0.0959 -0.0290 0.2937
S 2.7339 -2.7640 -0.4503
F -4.2419 1.9462 -0.1018
F -2.6681 2.6846 -1.3970
F -4.5373 2.0039 -2.2399
O -2.1340 0.0880 -0.5249
O 1.5213 0.3061 1.8350
O -3.4896 -0.4352 -2.2472
O -0.4035 -0.6942 2.1419
N -0.0456 -1.8190 -0.5902
N -0.5447 1.8664 1.0810
N 0.3241 0.5411 -1.6001
N 0.0589 -3.0522 0.0167
N 1.3846 -4.7259 0.7528
C -0.1274 1.1105 -4.2735
C 2.4079 -1.8131 5.6051
C 0.9539 -0.0789 6.3500
C 2.0356 -1.5896 4.2811
C 0.5519 0.1661 5.0445
C 0.4980 1.7691 -2.0758
C -2.2260 3.2357 2.0689
C -0.0414 4.1142 1.7069
C -1.7867 2.0363 1.5292
C -0.2917 -0.1773 -3.7945
C -0.0963 -2.9790 -2.7454
C 1.1043 -0.5902 4.0077
C 0.3038 2.0980 -3.4062
C 2.3251 -1.3014 8.0705
C 2.5959 -2.4508 3.1841
C 0.3115 2.8836 1.1865
C -3.0193 0.2972 -1.3867
C 1.8860 -1.0668 6.6502
C -0.0289 -0.4350 -2.4585
C -0.4543 1.2445 4.7523
C -3.6300 1.7364 -1.2935
C 1.2856 -3.4911 0.1182
C -1.1254 -5.0251 -3.4762
C -0.0890 -1.7856 -1.8676
C 0.9026 -4.2668 -4.5176
C -1.1139 -3.9220 -2.6387
C 0.7219 -0.3055 2.5823
C -1.3438 4.2957 2.1522
C -0.1173 -5.2010 -4.4154
C 0.9115 -3.1559 -3.6866
H 1.3302 2.6773 0.8830
H -1.6586 5.2465 2.5635
H -0.8354 1.6826 5.6752
H 2.3028 -4.9149 1.1163
H 3.1310 -2.5951 5.8158
H 0.6944 4.9040 1.7683
H 0.4541 3.1170 -3.7340
H 1.7017 -4.4080 -5.2346
H -2.4414 1.1830 1.4278
H 2.9973 -0.5098 8.4109
H 1.8976 -3.2586 2.9500
H 2.8548 -2.2494 8.1668
H 2.7528 -1.9023 2.2559
H -1.8855 -3.7788 -1.8948
H -0.0099 2.0445 4.1539
H 0.5247 0.5153 7.1513
H -0.1235 -6.0705 -5.0614
H -0.3373 1.3380 -5.3106
H 1.7231 -2.4414 -3.7393
H 0.6137 -4.9321 1.3708
H -0.6266 -0.9813 -4.4328
H -1.2926 0.8434 4.1834
H -3.2495 3.3236 2.4056
H -1.9211 -5.7545 -3.3910
H 3.5409 -2.9015 3.4888
H 1.4720 -1.3190 8.7511
H 0.7887 2.5244 -1.3606
```